# C4H7N5O2

The molecule C4H7N5O2 at a distorted geometry (ωB97M-V/def2-TZVPD, the Open Molecules 2025 dataset).

Values from the calculation:
Energy above the lowest of the compared OMol25 structures with the same formula, charge and spin = 6.951 eV
HOMO = -10.02 eV
F_max = 0.109 hartree/bohr

Cartesian coordinates (Å):
N  -0.9555  2.6556  2.7883
H  -0.6424  -0.8370  -1.4437
H  -1.2255  -1.8395  -0.0492
H  1.4587  0.5413  -0.8163
H  0.6547  -0.9134  1.1464
C  0.8010  0.9625  -0.1364
H  1.5117  1.6063  0.4065
N  -1.8130  1.1736  1.4326
N  -0.1445  1.8928  3.0614
N  -0.7604  -0.3453  2.9888
N  -1.9876  2.2895  1.8235
H  0.0869  1.7361  -0.4884
C  0.0830  -0.2201  0.6791
C  -0.7391  0.3881  1.7808
O  0.2309  -1.0656  3.2085
C  -0.8797  -0.8108  -0.3405
O  -1.6900  -0.1805  3.8000
H  -1.8403  -0.3864  -0.3063


# C5H8OS

The molecule C5H8OS at a distorted geometry (ωB97M-V/def2-TZVPD, the Open Molecules 2025 dataset).

Values from the calculation:
Energy above the lowest of the compared OMol25 structures with the same formula, charge and spin = 1.067 eV
SMILES = S[C@@H]1C[C@@H]2O[C@@H]2C1
HOMO = -8.88 eV
F_max = 0.036 hartree/bohr

Cartesian coordinates (Å):
C  -0.0559  1.2378  0.3907
H  -1.5677  0.0127  -1.7689
H  -0.5462  -2.1184  -0.0065
H  -0.5129  2.0817  -0.0200
H  -1.5513  -0.0086  1.5188
C  1.1166  -0.7467  -0.3916
C  -0.9912  -0.0057  0.5234
H  2.0872  1.3408  -0.4376
H  0.2581  -1.4681  1.4473
C  -0.0594  -1.2263  0.4306
C  1.1315  0.7157  -0.3975
H  0.2448  1.5803  1.3666
H  2.0591  -1.3595  -0.4064
O  0.7516  -0.0269  -1.5612
S  -2.3643  -0.0089  -0.6876


# C25H29BN8O3S8SbTc

C25H29BN8O3S8SbTc as an isolated structure at a distorted geometry (ωB97M-V/def2-TZVPD, the Open Molecules 2025 dataset).

Values from the calculation:
Net charge = +2
Energy above the lowest of the compared OMol25 structures with the same formula, charge and spin = 1.890 eV
HOMO (alpha / beta) = -12.94 / -12.94 eV
F_max = 0.023 hartree/bohr

Cartesian coordinates (Å):
S  -1.2411  0.3521  3.1042
C  -3.4921  0.4993  1.6136
N  -1.0219  2.6361  -2.3361
H  -0.9570  -3.5790  -1.9230
H  6.7326  0.8860  -3.3881
N  -1.5996  0.1985  -2.8840
C  0.2652  2.5384  -1.9928
C  3.9575  -0.4508  -1.0955
H  -2.4041  1.3287  -1.1159
O  -0.8675  1.8044  2.5582
H  -3.2553  -0.5239  4.8550
H  0.6676  -3.1399  -2.4857
H  2.2240  4.8151  -0.8623
H  5.3416  -1.0211  -4.1166
H  2.6837  4.5210  -2.5596
C  -1.2963  3.9631  -2.5430
C  -1.1789  -0.8794  -2.2152
N  -1.3119  -2.3549  3.2709
C  -0.3842  -1.9257  2.4286
H  -0.9146  -1.9749  -5.2282
S  2.3689  1.1204  1.6688
H  -2.1019  -4.0379  4.1557
C  -1.0887  -1.3690  -4.3567
C  -1.5464  -0.0986  -4.2218
C  -5.6644  -0.0846  2.4933
H  3.5426  -1.8738  -2.6413
H  -3.0655  1.9207  -2.9083
O  2.0399  -2.2316  -0.9229
C  3.5924  -1.9175  1.2222
H  4.5967  1.0691  0.3057
C  -2.9228  0.1836  2.8497
H  0.0509  5.7251  -2.4157
H  6.3478  1.9249  -1.1776
N  -0.3086  -0.5478  2.1814
H  -1.8513  0.6142  -4.9676
H  -5.2880  0.6209  0.4820
C  5.1698  -0.5595  -3.1538
S  2.6528  -1.1806  -0.1073
H  4.2272  -2.6698  0.7544
S  2.3501  2.8165  2.7169
Tc  0.6426  0.3011  0.4238
C  2.2003  4.0990  -1.6810
C  -5.0651  -0.4054  3.7311
H  4.2015  -1.1522  1.6982
H  -0.5253  -5.6074  2.9846
S  2.1891  2.5607  6.3362
H  -7.4338  0.0508  1.4597
N  0.8162  3.7678  -1.9922
C  -4.8447  0.3694  1.4368
H  2.7181  3.1898  -1.3858
H  2.8829  -2.3559  1.9146
H  1.1852  -4.5704  1.4534
S  -0.4118  2.0888  0.9363
S  -1.0730  -1.0491  -0.4862
C  5.9479  0.5114  -2.7448
H  -2.8852  0.8449  0.7851
H  -5.6832  -0.7561  4.5472
C  5.7308  1.0983  -1.5034
N  0.5199  -2.6523  1.7820
N  -0.8699  -1.8491  -3.0884
C  -0.4836  -4.5410  2.8246
C  0.4553  -3.9665  1.9820
C  4.1657  -1.0473  -2.3299
Sb  0.7292  3.0787  4.8354
O  -0.9099  0.3767  4.4893
C  -0.3830  -3.1841  -2.7578
C  4.7361  0.6192  -0.6672
H  -0.5276  -3.8206  -3.6258
B  -2.1393  1.5237  -2.2697
S  1.1479  1.0564  -1.7373
N  -6.9928  -0.2148  2.3216
C  -1.3504  -3.6750  3.4650
H  -2.2799  4.2886  -2.8319
C  -0.1572  4.6726  -2.3349
H  -7.5891  -0.4937  3.0798
C  -3.7129  -0.2748  3.9078